No. 1
Below is a structure of composition C15H23F10N2O8S3, with properties calculated with ωB97M-V with the def2-TZVPD basis set.

Atoms and positions in Å:
N: 0.2681 4.2994 -2.1830
C: 0.4841 4.3831 -0.7389
C: 0.4098 3.0599 0.0347
C: 1.7204 2.2759 0.0013
C: 1.7066 0.9679 0.8047
C: 0.7762 -0.1037 0.2010
C: -0.3063 -0.7195 1.0987
C: -1.1527 -1.6676 0.2340
O: -1.9522 -0.8655 -0.6793
S: -3.2494 -0.2425 -0.0380
O: -3.4446 1.0386 -0.6413
O: -4.2900 -1.2300 -0.0173
C: -2.6924 -0.0029 1.6834
F: -3.4470 1.0380 2.1847
C: -1.2119 0.3339 1.7935
C: -0.8463 0.6047 3.2625
C: -1.0364 -0.5785 4.2007
O: -0.8538 -0.1665 5.5612
C: 0.2624 -0.6836 6.2131
C: 1.5966 -0.1345 5.7204
F: 2.5570 -0.3941 6.6166
F: 1.5585 1.1851 5.5315
F: 1.9898 -0.6748 4.5528
H: -0.6667 3.9481 -2.3671
H: 0.9011 3.6187 -2.5932
H: 1.4746 4.8307 -0.5894
H: -0.2526 5.0858 -0.3361
H: 0.1064 3.2464 1.0740
H: -0.3891 2.4626 -0.4292
H: 2.5275 2.9180 0.3765
H: 1.9594 2.0264 -1.0408
H: 2.7302 0.5787 0.8152
H: 1.4616 1.1867 1.8500
H: 0.2948 0.3009 -0.6906
H: 1.3821 -0.9359 -0.1556
H: 0.1911 -1.3399 1.8569
H: -0.5276 -2.3023 -0.3968
H: -1.8160 -2.3182 0.8145
H: -2.9905 -0.9092 2.2159
H: -1.0996 1.2843 1.2597
H: -1.4534 1.4296 3.6491
H: 0.1939 0.9314 3.3095
H: -2.0532 -0.9809 4.1319
H: -0.3440 -1.3944 3.9667
H: 0.1918 -0.4000 7.2666
H: 0.3148 -1.7801 6.1501
C: -0.2001 -0.0222 -4.0419
F: 0.0972 1.0523 -3.2796
F: -1.2219 -0.6590 -3.4723
F: -0.5774 0.4234 -5.2362
S: 1.2993 -1.0936 -4.1282
O: 1.5244 -1.4890 -2.7617
O: 2.3064 -0.2848 -4.7559
N: 0.6689 -2.2124 -5.0361
S: 1.4751 -3.4978 -5.4802
O: 1.7557 -4.4213 -4.4157
O: 2.5058 -3.2544 -6.4494
C: 0.0996 -4.2755 -6.4330
F: -0.2943 -3.5073 -7.4506
F: -0.9582 -4.5286 -5.6593
F: 0.5362 -5.4399 -6.9347

strongest force on any atom	0.39	eV/Å
2S+1	1
charge	-1
orbital gap	0.3156	Ha

No. 2
Below is the molecule C5H9NO at a distorted geometry, with properties calculated with ωB97M-V with the def2-TZVPD basis set.

Atoms and positions in Å:
C: -1.6516 -0.8119 1.6051
O: -0.6979 0.2390 1.0794
C: -0.6263 0.5200 -0.4665
C: 0.7853 0.7720 -0.6859
C: 1.7674 -0.3521 -0.4084
C: 1.0238 1.3336 -1.9809
N: 1.2599 1.6047 -3.0907
H: -1.3368 -1.3641 2.4980
H: -1.7933 -1.5537 0.8097
H: -2.6163 -0.3369 1.7948
H: -1.2293 1.4061 -0.6893
H: -1.1440 -0.3898 -0.8041
H: 0.1490 0.8159 1.3065
H: 2.7849 0.0485 -0.4660
H: 1.6235 -0.7335 0.6087
H: 1.7016 -1.1979 -1.1104

relative energy (zero: lowest compared OMol25 entry of this formula, charge and spin)	124.11	kcal per mole
strongest force on any atom	1.41	eV/Å
2S+1	1
orbital gap	0.2767	Ha

No. 3
Below is a structure of composition C23H25F10N3O2PPtS2, with properties calculated with ωB97M-V with the def2-TZVPD basis set.

Atoms and positions in Å:
Pt: 0.8906 -0.9701 1.1315
C: 1.2387 -3.7495 2.1539
N: 1.6998 -2.3740 2.4083
C: 3.1779 -2.2926 2.2670
C: 3.4896 -1.9922 0.7963
N: 2.8353 -0.7274 0.5263
C: 3.3684 0.0809 -0.4399
C: 3.9550 -0.3695 -1.6279
F: 3.9352 -1.6856 -1.9323
C: 4.5008 0.4833 -2.5732
F: 5.0190 -0.0178 -3.7089
C: 4.4764 1.8489 -2.3679
F: 4.9991 2.6947 -3.2768
C: 3.9140 2.3363 -1.1958
F: 3.9400 3.6581 -0.9557
C: 3.3856 1.4748 -0.2573
F: 2.9325 2.0004 0.8846
C: 1.1614 -1.8643 3.7004
C: -0.3757 -1.6793 3.5939
N: -0.7526 -1.5837 2.1841
C: -2.0625 -1.6118 1.8584
C: -3.1422 -1.1630 2.6374
F: -2.9296 -0.5311 3.8153
C: -4.4646 -1.2571 2.2321
F: -5.4314 -0.7629 3.0235
C: -4.7928 -1.8130 1.0095
F: -6.0742 -1.8997 0.6032
C: -3.7595 -2.2907 0.2166
F: -4.0468 -2.8965 -0.9489
C: -2.4485 -2.1978 0.6325
F: -1.5197 -2.7766 -0.1427
H: 1.5753 -4.4015 2.9699
H: 1.6624 -4.0967 1.2143
H: 0.1570 -3.7557 2.0765
H: 3.6456 -3.2078 2.6455
H: 3.5164 -1.4456 2.8644
H: 3.1288 -2.8211 0.1705
H: 4.5748 -1.9362 0.6437
H: 1.6429 -0.9017 3.8579
H: 1.4295 -2.5258 4.5390
H: -0.6368 -0.8086 4.2049
H: -0.8897 -2.5407 4.0483
C: -3.9763 2.0122 -0.3264
C: -2.9259 1.1059 -0.9351
C: -3.3807 0.4130 -2.2024
O: -1.7781 1.9247 -1.2431
P: -0.3413 1.4769 -0.6376
S: -0.3128 1.4706 1.3217
S: 0.2143 -0.2874 -1.3515
O: 0.5321 2.7111 -1.1667
C: 0.5349 3.2972 -2.4851
C: -0.5309 4.3737 -2.5787
C: 0.4448 2.2738 -3.6009
H: -4.8680 1.4388 -0.0683
H: -4.2614 2.7944 -1.0330
H: -3.5878 2.4798 0.5772
H: -2.6222 0.3682 -0.1871
H: -3.6324 1.1572 -2.9615
H: -4.2645 -0.1973 -2.0103
H: -2.5870 -0.2287 -2.5827
H: 1.5161 3.7767 -2.5313
H: -1.5272 3.9379 -2.5794
H: -0.3911 4.9425 -3.5000
H: -0.4509 5.0571 -1.7346
H: -0.5282 1.7833 -3.6174
H: 1.2082 1.5048 -3.4923
H: 0.5906 2.7840 -4.5558

strongest force on any atom	0.86	eV/Å
2S+1	1
charge	-1
orbital gap	0.2243	Ha